Entry 1:
Computed, not measured: C18H15CaCl as an isolated structure in a non-equilibrium geometry, with wB97M-V/def2-TZVPD.

```
! wB97M-V def2-TZVPD RIJCOSX def2/J DEFGRID3
* xyz -2 1
C -1.886 1.025 -1.125
C -1.688 -0.333 -1.543
C -0.514 -0.372 -2.349
H -2.358 -1.165 -1.339
C -0.017 0.960 -2.467
C -0.842 1.802 -1.679
H -0.731 2.880 -1.573
H -2.786 1.410 -0.647
H -0.109 -1.244 -2.847
H 0.776 1.278 -3.127
Ca 0.110 -0.213 0.472
Cl -0.608 -1.569 2.382
C 1.644 -4.771 0.364
C 2.438 -4.499 -0.797
C 1.629 -4.744 -1.953
H 3.486 -4.198 -0.802
C 0.336 -5.169 -1.506
C 0.346 -5.187 -0.074
H -0.477 -5.498 0.568
H 1.978 -4.706 1.400
H 1.950 -4.658 -2.992
H -0.496 -5.465 -2.146
C 0.810 2.030 1.160
C 0.699 3.208 1.575
C 0.293 4.479 2.065
C 1.201 5.430 2.572
C 0.726 6.531 3.270
C -0.651 6.695 3.486
C -1.570 5.790 2.933
C -1.106 4.706 2.193
H 2.273 5.266 2.442
H 1.413 7.290 3.645
H -1.030 7.548 4.053
H -2.653 5.939 3.068
H -1.799 3.990 1.753
*
```

Orbital gap (eV): 4.98
Relative energy (zero: lowest compared OMol25 entry of this formula, charge and spin) (kJ/mol): 14.3

Here are the natural (NBO) charges for atoms 1 to 4, given in e: number 1, C, carries -0.423; number 2, C, carries -0.443; number 3, C, carries -0.404; number 4, H, carries 0.218



Entry 2:
Computed, not measured: one molecule with the formula C18H15ClN2O6S2 in a non-equilibrium geometry, with wB97M-V/def2-TZVPD.

```
! wB97M-V def2-TZVPD RIJCOSX def2/J DEFGRID3
* xyz 0 1
C 3.090 -0.047 1.004
C 1.645 -0.535 1.191
C 0.591 0.205 1.938
C -0.592 -0.463 2.111
C -0.866 -1.809 1.498
C 0.249 -2.568 1.018
C 1.613 -2.056 0.797
H 2.036 -2.608 0.258
O -0.429 -3.822 0.731
C -1.671 -3.724 1.143
O -2.032 -2.572 2.049
H -2.481 -3.973 0.384
H -1.841 -4.617 1.673
H -1.350 0.078 2.787
C 0.828 1.440 2.257
C 0.832 2.245 1.124
O 1.724 2.625 0.202
C -0.585 2.574 0.734
C -1.274 3.070 -0.464
C -2.461 3.173 -0.445
C -3.198 2.912 0.627
S -1.899 2.454 2.043
H -4.175 3.086 1.048
H -2.922 3.419 -1.314
S -0.481 3.150 -1.960
O 0.630 4.405 -1.893
O -1.006 3.088 -3.246
N 0.718 1.888 -1.962
C 0.451 0.524 -1.986
C 0.953 -0.606 -2.296
C -0.303 -1.550 -2.083
N -1.373 -0.974 -1.886
O -0.973 0.458 -1.678
C -0.127 -3.061 -2.515
H 0.392 -3.572 -1.646
H -1.268 -3.328 -2.271
H 0.192 -3.230 -3.416
Cl 2.716 -0.926 -2.556
H 1.796 1.982 -1.798
H 1.984 1.536 2.846
H 0.397 1.867 3.113
H 3.787 -0.866 0.552
H 3.620 -0.068 1.909
H 3.062 0.795 0.379
*
```

Orbital gap (eV): 6.33
Structure (SMILES): Cc1cc2c(cc1CC(=O)c1sccc1S(=O)(=O)Nc1onc(C)c1Cl)OCO2
Relative energy (zero: lowest compared OMol25 entry of this formula, charge and spin) (kJ/mol): 0.0

Here are the natural (NBO) charges for atoms 1 to 4, given in e: number 1, C, carries -0.682; number 2, C, carries 0.128; number 3, C, carries -0.146; number 4, C, carries -0.148